# C34H29NO4S3Sb3Tc

A structure of composition C34H29NO4S3Sb3Tc (ωB97M-V/def2-TZVPD, the OMol25 dataset).

Summary:
Multiplicity ... 3
HOMO-LUMO gap (spin up / spin down) ... 6.646 / 6.203 eV
LUMO (spin up / spin down) ... -0.53 / -1.09 eV
ΔE to the lowest compared entry with this formula, charge and spin ... 0.0 kJ/mol
⟨S²⟩ ... 2.02

Element x y z (Å)
Tc  0.532  0.897  0.728
O  -2.465  2.085  3.198
C  -1.487  1.535  2.674
O  -1.366  1.350  1.401
C  -0.291  1.129  3.494
C  -0.158  1.209  4.863
C  1.084  0.915  5.413
C  2.146  0.562  4.586
C  1.932  0.501  3.230
N  0.731  0.771  2.728
C  2.947  0.156  2.157
O  4.047  -0.232  2.445
O  2.462  0.302  0.927
H  -1.006  1.530  5.454
H  1.231  0.986  6.484
H  3.136  0.344  4.965
C  -1.552  -0.320  -2.423
C  -0.833  -1.668  -2.626
C  -0.795  -2.556  -1.376
Sb  0.109  -1.746  0.395
C  1.912  -2.836  0.345
C  2.398  -3.561  1.429
C  3.620  -4.222  1.331
C  4.360  -4.148  0.159
C  3.888  -3.406  -0.918
C  2.669  -2.751  -0.825
C  -1.090  -2.753  1.821
C  -0.941  -4.094  2.173
C  -1.801  -4.671  3.104
C  -2.815  -3.916  3.683
C  -2.977  -2.582  3.328
C  -2.114  -2.001  2.403
Sb  -0.226  1.247  -1.805
C  -1.594  2.862  -1.955
C  -1.121  4.165  -2.119
C  -2.001  5.239  -2.087
C  -3.356  5.021  -1.868
C  -3.831  3.730  -1.690
C  -2.953  2.652  -1.733
C  0.773  1.437  -3.651
C  0.062  1.894  -4.761
C  0.674  1.914  -6.009
C  1.989  1.477  -6.151
C  2.699  1.028  -5.045
C  2.093  1.007  -3.792
H  -2.346  -0.426  -1.677
H  -2.010  0.035  -3.345
H  0.181  -1.518  -3.012
H  -1.353  -2.226  -3.409
H  -0.240  -3.476  -1.567
H  -1.805  -2.834  -1.070
H  1.850  -3.595  2.364
H  3.995  -4.788  2.178
H  5.311  -4.662  0.087
H  4.478  -3.324  -1.824
H  2.317  -2.165  -1.669
H  -0.167  -4.702  1.717
H  -1.680  -5.713  3.374
H  -3.480  -4.370  4.412
H  -3.772  -1.991  3.770
H  -2.249  -0.959  2.134
H  -0.063  4.351  -2.255
H  -1.625  6.249  -2.211
H  -4.041  5.861  -1.833
H  -4.883  3.559  -1.505
H  -3.338  1.653  -1.570
H  -0.959  2.247  -4.651
H  0.125  2.270  -6.873
H  2.464  1.499  -7.126
H  3.725  0.695  -5.155
H  2.658  0.673  -2.929
S  -2.677  5.480  4.083
Sb  -2.296  4.332  2.228
S  0.968  3.245  0.773
S  0.188  4.119  2.476

***

# C34H30BrCuN4S3Te

A structure of composition C34H30BrCuN4S3Te in a non-equilibrium geometry (ωB97M-V/def2-TZVPD, the OMol25 dataset).

Summary:
Multiplicity ... 1
HOMO-LUMO gap ... 4.826 eV
LUMO ... -1.00 eV
ΔE to the lowest compared entry with this formula, charge and spin ... 44.7 kJ/mol

Element x y z (Å)
Cu  0.761  2.283  -1.259
S  -1.934  1.618  0.808
C  -1.560  0.554  2.016
N  -2.461  -0.008  2.847
C  -2.042  -1.037  3.790
C  -1.049  -1.932  3.098
N  0.089  -1.112  2.698
C  1.420  -1.692  2.864
C  1.634  -2.848  1.916
C  2.035  -2.588  0.607
C  2.190  -3.626  -0.298
C  1.941  -4.936  0.093
C  1.561  -5.206  1.400
C  1.412  -4.164  2.307
C  -0.107  0.135  2.223
S  1.098  1.195  1.844
C  -3.899  0.261  2.771
C  -4.634  -0.917  2.176
C  -5.406  -1.755  2.973
C  -6.010  -2.887  2.436
C  -5.842  -3.190  1.093
C  -5.080  -2.350  0.287
C  -4.480  -1.221  0.823
H  -2.916  -1.607  4.097
H  -1.587  -0.584  4.677
H  -1.516  -2.415  2.235
H  -0.697  -2.709  3.774
H  1.536  -2.008  3.904
H  2.134  -0.903  2.654
H  2.230  -1.563  0.306
H  2.512  -3.414  -1.310
H  2.049  -5.747  -0.618
H  1.384  -6.226  1.716
H  1.135  -4.379  3.334
H  -4.023  1.150  2.160
H  -4.262  0.468  3.779
H  -5.541  -1.522  4.024
H  -6.600  -3.537  3.070
H  -6.310  -4.071  0.673
H  -4.947  -2.583  -0.763
H  -3.880  -0.569  0.199
Br  7.461  -0.578  0.145
C  5.794  -0.090  -0.602
C  5.446  -0.572  -1.856
C  4.230  -0.211  -2.408
C  3.361  0.633  -1.717
C  3.731  1.103  -0.465
C  4.942  0.741  0.102
N  2.086  1.055  -2.182
C  1.588  0.646  -3.274
C  0.201  0.993  -3.624
C  -0.332  0.714  -4.872
C  -1.673  0.980  -5.095
C  -2.426  1.532  -4.073
C  -1.801  1.834  -2.871
N  -0.522  1.557  -2.647
H  6.118  -1.227  -2.395
H  3.972  -0.604  -3.384
H  3.047  1.756  0.065
H  5.221  1.106  1.081
H  2.136  0.015  -3.973
H  0.299  0.302  -5.649
H  -2.125  0.760  -6.054
H  -3.484  1.723  -4.198
H  -2.331  2.308  -2.053
Te  0.062  4.352  -0.024
C  0.925  5.920  -1.149
C  2.244  6.142  -1.434
C  2.480  7.355  -2.150
C  1.335  8.045  -2.399
S  -0.026  7.212  -1.766
H  3.026  5.457  -1.132
H  3.461  7.700  -2.453
H  1.215  8.985  -2.916

***

# C34H30Cl2N5O3PS3V

A structure of composition C34H30Cl2N5O3PS3V in a non-equilibrium geometry (ωB97M-V/def2-TZVPD, the OMol25 dataset).

Summary:
Multiplicity ... 2
HOMO-LUMO gap (spin up / spin down) ... 6.909 / 6.445 eV
LUMO (spin up / spin down) ... 0.16 / 0.21 eV
ΔE to the lowest compared entry with this formula, charge and spin ... 127.4 kJ/mol
⟨S²⟩ ... 0.76

Element x y z (Å)
V  -0.059  0.040  -0.255
Cl  1.736  1.278  0.674
C  0.928  2.587  1.477
C  1.549  3.265  2.511
C  0.875  4.291  3.154
C  -0.420  4.620  2.782
C  -1.027  3.939  1.747
Cl  -2.636  4.331  1.281
C  -0.367  2.916  1.052
S  -1.121  2.141  -0.300
H  2.551  2.999  2.811
H  1.362  4.837  3.945
H  -0.965  5.406  3.281
N  -2.776  -1.392  0.061
P  -1.916  -0.750  -1.259
C  -2.115  -2.067  -2.498
C  -3.401  -2.458  -2.859
C  -3.583  -3.444  -3.807
C  -2.483  -4.028  -4.418
C  -1.203  -3.633  -4.067
C  -1.013  -2.664  -3.097
C  -3.063  0.489  -1.939
C  -4.298  0.780  -1.375
C  -5.093  1.766  -1.935
C  -4.648  2.487  -3.031
C  -3.399  2.227  -3.573
C  -2.617  1.217  -3.041
C  -2.120  -1.363  1.275
C  -2.537  -2.172  2.329
C  -1.899  -2.070  3.553
C  -0.861  -1.154  3.679
C  -0.496  -0.404  2.580
N  -1.088  -0.505  1.385
H  -3.388  -2.189  -0.087
H  -4.250  -1.973  -2.395
H  -4.582  -3.745  -4.084
H  -2.626  -4.790  -5.170
H  -0.347  -4.070  -4.559
H  -0.015  -2.365  -2.809
H  -4.619  0.266  -0.478
H  -6.065  1.963  -1.507
H  -5.271  3.263  -3.454
H  -3.038  2.811  -4.411
H  -1.634  1.004  -3.445
H  -3.333  -2.885  2.167
H  -2.202  -2.692  4.382
H  -0.325  -1.044  4.608
H  0.311  0.315  2.660
C  2.843  0.853  -4.902
N  2.045  1.856  -4.257
C  2.226  3.268  -4.529
C  1.315  3.951  -3.488
N  0.930  2.848  -2.634
C  1.278  1.663  -3.173
S  0.775  0.165  -2.657
H  2.497  0.682  -5.924
H  2.775  -0.081  -4.340
H  3.889  1.169  -4.927
H  1.927  3.491  -5.559
H  3.279  3.553  -4.404
H  0.430  4.410  -3.948
H  1.843  4.721  -2.917
H  0.180  2.905  -1.947
O  5.001  -0.754  -1.657
S  3.826  -1.571  -1.789
O  3.419  -1.848  -3.146
N  2.567  -0.954  -0.956
C  2.001  -1.867  -0.207
O  0.858  -1.752  0.283
C  2.838  -3.076  0.018
C  2.662  -4.064  0.972
C  3.604  -5.080  1.032
C  4.672  -5.122  0.145
C  4.846  -4.123  -0.807
C  3.930  -3.100  -0.835
H  1.825  -4.014  1.655
H  3.503  -5.846  1.785
H  5.391  -5.925  0.204
H  5.681  -4.138  -1.491

***

# C34H30FGe

A structure of composition C34H30FGe in a non-equilibrium geometry (ωB97M-V/def2-TZVPD, the OMol25 dataset).

Summary:
Multiplicity ... 1
HOMO-LUMO gap ... 5.829 eV
LUMO ... -5.73 eV
ΔE to the lowest compared entry with this formula, charge and spin ... 52.9 kJ/mol
Total charge ... +1

Element x y z (Å)
C  -0.287  -4.310  3.228
C  0.955  -3.665  3.154
C  1.053  -2.383  2.597
C  -0.091  -1.716  2.142
Ge  0.025  0.087  1.383
C  -1.332  1.163  2.309
C  -1.491  1.081  3.695
C  -2.416  1.902  4.358
C  -3.213  2.796  3.626
C  -3.074  2.855  2.230
C  -2.133  2.045  1.579
C  1.779  0.848  1.847
C  2.173  1.009  3.179
C  3.439  1.521  3.495
C  4.324  1.883  2.471
C  3.926  1.734  1.133
C  2.660  1.222  0.830
C  -0.273  -0.073  -0.578
C  -1.574  -0.789  -0.784
C  -2.388  -0.747  -1.937
C  -1.332  -2.355  2.237
C  -1.431  -3.653  2.758
H  -0.364  -5.327  3.653
H  1.845  -4.172  3.533
H  2.037  -1.913  2.529
H  -0.906  0.379  4.297
H  -2.526  1.857  5.445
H  -3.943  3.450  4.141
H  -3.701  3.545  1.662
H  -2.035  2.111  0.494
H  1.515  0.733  4.003
H  3.755  1.637  4.537
H  5.333  2.282  2.715
H  4.620  2.019  0.337
H  2.370  1.103  -0.215
H  -0.309  0.939  -1.033
H  0.627  -0.591  -0.985
H  -1.729  -1.670  -0.066
H  -3.515  -1.003  -1.703
H  -2.234  0.135  -2.615
H  -2.250  -1.859  1.908
H  -2.400  -4.153  2.809
F  -3.051  1.160  -6.414
C  -3.557  0.009  -5.862
C  -4.792  -0.451  -6.304
C  -5.311  -1.606  -5.683
C  -4.612  -2.252  -4.654
C  -3.337  -1.794  -4.233
C  -2.591  -2.175  -2.962
C  -1.248  -2.784  -3.156
C  -0.731  -3.496  -2.030
C  0.644  -3.713  -1.867
C  1.530  -3.263  -2.855
C  1.039  -2.609  -3.988
C  -0.342  -2.447  -4.190
C  -2.838  -0.602  -4.823
H  -5.391  0.094  -7.021
H  -6.284  -2.006  -5.994
H  -5.030  -3.167  -4.185
H  -3.151  -2.703  -2.183
H  -1.434  -3.982  -1.338
H  1.009  -4.241  -0.975
H  2.605  -3.363  -2.699
H  1.729  -2.230  -4.743
H  -0.737  -2.176  -5.187
H  -1.910  -0.170  -4.482

***

# C34H30IrN5O2S2

A structure of composition C34H30IrN5O2S2 in a non-equilibrium geometry (ωB97M-V/def2-TZVPD, the OMol25 dataset).

Summary:
Multiplicity ... 5
HOMO-LUMO gap (spin up / spin down) ... 5.028 / 5.717 eV
LUMO (spin up / spin down) ... -6.93 / -7.70 eV
ΔE to the lowest compared entry with this formula, charge and spin ... 1.4 kJ/mol
⟨S²⟩ ... 6.07
Total charge ... +2

Element x y z (Å)
Ir  -0.315  -0.558  0.486
C  1.011  7.245  6.754
O  0.913  7.836  5.455
C  1.490  7.235  4.422
C  2.171  6.008  4.497
C  2.744  5.476  3.367
C  2.645  6.157  2.136
C  1.975  7.402  2.071
C  1.397  7.920  3.192
N  3.244  5.695  1.012
N  3.790  4.600  0.750
C  3.166  3.389  0.698
C  4.036  2.282  0.712
C  3.578  0.986  0.720
C  2.197  0.733  0.674
O  1.710  -0.463  0.665
C  1.293  1.845  0.595
N  -0.023  1.513  0.474
C  -0.922  2.478  0.327
C  -0.558  3.820  0.273
C  0.766  4.172  0.400
C  1.740  3.175  0.593
H  0.486  7.919  7.421
H  2.054  7.163  7.060
H  0.531  6.266  6.768
H  2.264  5.486  5.438
H  3.296  4.546  3.422
H  1.942  7.931  1.128
H  0.879  8.869  3.174
H  5.097  2.492  0.738
H  4.260  0.147  0.749
H  -1.956  2.174  0.230
H  -1.320  4.570  0.120
H  1.048  5.211  0.327
S  -2.538  -0.569  0.283
C  -2.977  -2.237  0.191
N  -4.253  -2.593  0.226
C  -4.589  -4.019  0.270
C  -3.629  -4.798  -0.592
N  -2.249  -4.484  -0.218
C  -1.296  -5.611  -0.256
C  -1.630  -6.610  0.822
C  -2.041  -7.894  0.489
C  -2.356  -8.806  1.488
C  -2.265  -8.432  2.820
C  -1.855  -7.148  3.157
C  -1.537  -6.239  2.162
C  -1.939  -3.239  0.095
S  -0.290  -2.777  0.389
C  -5.337  -1.605  0.336
C  -5.550  -0.822  -0.939
C  -5.815  0.539  -0.870
C  -6.058  1.263  -2.029
C  -6.026  0.631  -3.263
C  -5.757  -0.729  -3.337
C  -5.525  -1.453  -2.178
H  -5.605  -4.145  -0.098
H  -4.550  -4.368  1.306
H  -3.765  -4.563  -1.651
H  -3.783  -5.866  -0.445
H  -0.289  -5.217  -0.147
H  -1.373  -6.065  -1.245
H  -2.103  -8.190  -0.552
H  -2.667  -9.807  1.225
H  -2.508  -9.143  3.598
H  -1.772  -6.862  4.197
H  -1.198  -5.243  2.429
H  -5.114  -0.929  1.164
H  -6.231  -2.166  0.607
H  -5.840  1.034  0.094
H  -6.277  2.321  -1.967
H  -6.216  1.194  -4.166
H  -5.741  -1.227  -4.297
H  -5.330  -2.518  -2.248

***

# C34H30N3O6PS2W

A structure of composition C34H30N3O6PS2W (ωB97M-V/def2-TZVPD, the OMol25 dataset).

Summary:
Multiplicity ... 3
HOMO-LUMO gap (spin up / spin down) ... 7.772 / 5.251 eV
LUMO (spin up / spin down) ... -5.35 / -8.65 eV
ΔE to the lowest compared entry with this formula, charge and spin ... 46.8 kJ/mol
⟨S²⟩ ... 2.03
Total charge ... +2

Element x y z (Å)
W  0.220  0.305  1.733
O  0.095  -0.961  3.425
S  -1.252  -0.502  3.992
O  -1.250  -0.281  5.386
O  -1.531  0.658  3.090
C  -2.448  -1.704  3.556
C  -3.151  -2.333  4.570
C  -4.158  -3.225  4.231
C  -4.454  -3.464  2.898
C  -3.738  -2.828  1.891
C  -2.720  -1.938  2.206
P  -1.740  -1.181  0.869
C  -2.914  -0.422  -0.267
C  -3.279  0.904  -0.037
C  -4.244  1.501  -0.834
C  -4.841  0.779  -1.859
C  -4.477  -0.541  -2.090
C  -3.516  -1.147  -1.296
C  -0.956  -2.590  0.051
C  -0.714  -3.766  0.761
C  0.003  -4.798  0.172
C  0.483  -4.661  -1.122
C  0.253  -3.487  -1.829
C  -0.456  -2.451  -1.244
H  -2.920  -2.109  5.603
H  -4.720  -3.721  5.011
H  -5.247  -4.150  2.635
H  -3.980  -3.029  0.854
H  -2.824  1.465  0.770
H  -4.536  2.526  -0.649
H  -5.599  1.244  -2.476
H  -4.951  -1.104  -2.884
H  -3.242  -2.178  -1.476
H  -1.089  -3.886  1.769
H  0.176  -5.713  0.723
H  1.029  -5.472  -1.585
H  0.624  -3.383  -2.840
H  -0.624  -1.533  -1.794
O  0.773  -0.095  0.171
S  0.516  2.166  -2.620
C  1.303  2.432  -4.100
C  0.859  1.605  -5.169
C  1.404  1.760  -6.416
C  2.405  2.717  -6.621
C  2.855  3.529  -5.572
C  2.315  3.401  -4.318
C  1.468  3.003  -1.393
C  1.014  4.241  -0.957
C  1.723  4.897  0.037
C  2.850  4.308  0.593
C  3.286  3.062  0.155
C  2.597  2.397  -0.846
H  0.083  0.871  -4.989
H  1.063  1.149  -7.240
H  2.833  2.837  -7.608
H  3.623  4.268  -5.756
H  2.637  4.038  -3.509
H  0.124  4.685  -1.383
H  1.388  5.866  0.383
H  3.395  4.824  1.372
H  4.170  2.613  0.588
H  2.929  1.429  -1.199
O  0.633  2.117  2.959
N  0.025  2.882  2.191
O  -0.395  2.199  1.183
C  2.819  -2.156  1.107
C  3.113  -1.010  2.013
N  2.367  0.054  2.311
C  3.063  0.785  3.268
C  4.237  0.168  3.523
N  4.248  -0.954  2.727
H  1.882  -2.030  0.577
H  2.771  -3.079  1.686
H  3.613  -2.263  0.367
H  2.676  1.690  3.693
H  5.044  0.418  4.187
H  4.977  -1.648  2.696

***

> Look up the multiplicity of the fifth one.

5